[1]
{"formula": "C16H28BF4N6PtSbSe4", "method": "wB97M-V/def2-TZVPD", "orbital_gap_ev": [5.26, 5.16], "de_lowest_kcal_mol": 37.23, "total_energy_ha": -11344.98530, "total_charge": -2, "species": ["H", "F", "H", "H", "N", "H", "Se", "H", "C", "F", "H", "C", "B", "C", "H", "Se", "C", "C", "C", "H", "H", "C", "N", "C", "C", "F", "H", "H", "H", "H", "C", "H", "C", "Se", "H", "H", "C", "N", "H", "H", "H", "Pt", "H", "H", "N", "N", "C", "H", "Se", "Sb", "N", "F", "C", "H", "H", "H", "C", "C", "H", "H", "H"], "coordinates": [[0.8014, -1.9360, -2.5963], [-2.4193, -4.4533, -1.1194], [-3.8015, -1.4791, 1.9117], [-4.2118, -0.4475, 0.5398], [1.5131, -0.0267, -3.1012], [-2.9560, -0.3216, 4.2077], [-2.4115, 4.6911, -4.3972], [-3.0077, -2.0904, 4.0919], [-0.5688, -2.2215, 2.7908], [-0.5240, -4.2683, 0.1853], [2.2517, 0.6478, -4.9607], [1.5747, 0.9670, -4.1610], [-1.1847, -3.7950, -0.9744], [0.8104, -1.2530, -3.4384], [0.2752, -2.0999, 3.4766], [-3.0353, 0.2767, -2.5323], [-4.0229, -0.4552, 1.6176], [2.8440, 2.1977, -0.6262], [3.3497, -0.3285, 2.0930], [1.8533, 2.2887, -0.1855], [-2.1789, 2.3816, 1.5880], [2.4969, 0.1039, 3.0992], [-2.8976, 0.4266, 1.9225], [-1.6521, -0.1415, 1.9967], [-2.3499, -1.2153, 4.1144], [-0.3664, -4.0261, -2.1077], [2.8624, 0.2514, 4.1097], [-4.9216, -0.1141, 2.1392], [-3.9366, 2.2266, 1.7712], [4.9087, 0.9435, -1.7638], [-3.0405, 1.7669, 1.3483], [-0.2010, -2.2819, 1.7743], [2.8680, -0.4484, 0.7954], [-4.0776, 4.6934, -0.6318], [3.5350, -0.7695, 0.0040], [-3.1470, 1.7431, 0.2667], [1.1580, 0.3238, 2.8042], [-0.7075, 0.2802, 1.2157], [0.5741, 1.0993, -4.5745], [0.4686, 0.6390, 3.5800], [3.9836, 0.1619, -3.0608], [-1.2039, 0.2074, -1.1693], [4.2148, 1.9195, -3.0732], [-1.0730, -3.1655, 3.0035], [2.8401, 1.1725, -1.6493], [1.0444, -0.1647, -0.8474], [4.0427, 1.0459, -2.4305], [1.3319, -1.7291, -4.2784], [-0.7360, 2.4795, -1.4801], [-3.0044, 3.3742, -2.4161], [-1.5269, -1.1436, 2.9276], [-1.4272, -2.3696, -0.8581], [1.7796, 0.3030, -1.8246], [1.8947, 1.9267, -3.7692], [3.0977, 3.1600, -1.0851], [-1.7075, -1.3048, 4.9992], [1.5417, -0.1567, 0.4720], [0.6454, 0.1207, 1.5189], [3.5681, 1.9794, 0.1668], [-0.2183, -1.0382, -3.7265], [4.3876, -0.5541, 2.3068]], "nbo_charge": [0.258, -0.574, 0.204, 0.230, -0.428, 0.225, -0.796, 0.181, -0.409, -0.583, 0.170, -0.408, 1.365, -0.419, 0.181, -0.507, -0.412, -0.411, -0.258, 0.250, 0.224, -0.248, -0.454, 0.665, -0.400, -0.581, 0.195, 0.179, 0.195, 0.182, -0.414, 0.256, -0.259, -0.801, 0.202, 0.228, -0.245, -0.629, 0.231, 0.207, 0.218, 0.516, 0.182, 0.195, -0.470, -0.674, -0.399, 0.174, -0.470, 0.954, -0.450, -0.590, 0.692, 0.222, 0.188, 0.178, 0.220, 0.113, 0.187, 0.227, 0.195]}

[2]
{"formula": "C30H43BCdN6O2P", "method": "wB97M-V/def2-TZVPD", "orbital_gap_ev": 6.68, "de_lowest_kcal_mol": 0.00, "total_energy_ha": -2182.06196, "total_charge": -1, "species": ["H", "N", "H", "C", "H", "C", "H", "H", "H", "H", "C", "C", "C", "H", "C", "C", "H", "H", "C", "C", "H", "C", "N", "H", "C", "C", "C", "C", "C", "H", "H", "H", "H", "C", "H", "N", "H", "C", "H", "H", "C", "H", "O", "C", "H", "H", "H", "H", "H", "H", "H", "C", "H", "H", "C", "C", "N", "H", "H", "C", "C", "B", "O", "H", "H", "H", "N", "H", "C", "C", "H", "C", "C", "H", "H", "C", "P", "H", "C", "H", "Cd", "N", "H", "H"], "coordinates": [[7.9258, -17.0285, 5.7986], [7.2795, -12.7648, 9.0414], [3.4168, -19.6824, 6.4717], [3.9872, -18.9091, 9.7450], [6.5442, -12.1957, 14.5863], [3.7766, -19.1603, 7.3489], [3.2641, -15.8503, 12.7245], [7.7204, -14.4485, 4.5921], [2.7805, -15.2092, 7.7119], [3.7636, -21.8490, 9.0354], [5.5640, -17.8705, 12.2237], [6.5605, -11.5359, 8.6798], [3.0244, -16.6194, 11.9624], [10.2978, -15.3415, 12.9530], [2.9769, -21.0712, 8.8562], [5.0383, -11.7356, 8.4583], [6.0636, -11.5124, 3.9635], [2.7787, -13.4351, 7.5577], [4.3279, -14.3946, 6.3995], [6.1194, -12.5369, 3.5578], [1.5133, -17.5410, 13.1666], [3.7121, -13.0833, 14.0143], [4.8111, -12.7578, 12.0557], [7.1547, -12.7094, 3.1580], [3.5285, -12.2329, 11.9494], [5.8331, -13.5180, 4.6998], [4.4751, -17.6212, 9.5860], [2.9739, -14.3791, 7.0204], [8.5357, -14.3281, 13.8642], [3.5728, -13.4740, 15.0134], [6.9202, -10.9804, 7.7761], [3.1002, -18.2850, 13.4562], [1.8073, -16.7283, 10.1851], [6.5873, -15.3384, 6.1721], [2.5073, -21.4113, 7.9197], [7.3463, -13.9035, 13.3240], [1.7844, -12.1693, 13.4225], [6.8614, -18.3947, 11.5972], [7.7313, -13.1384, 8.1966], [6.5942, -10.8168, 9.5278], [8.5772, -14.7835, 11.6567], [2.2444, -14.4396, 6.2063], [4.4662, -12.6466, 9.1847], [2.4426, -17.8489, 12.6787], [5.9825, -13.9212, 15.1668], [8.0386, -12.5724, 9.7010], [7.0814, -19.3765, 12.0912], [4.5167, -17.5456, 6.1675], [1.0877, -15.7582, 11.4465], [4.9035, -16.9718, 14.1077], [7.4229, -16.7993, 7.4815], [4.7459, -17.0801, 8.2819], [2.2227, -18.6439, 11.9471], [8.7011, -14.1861, 14.9309], [4.4142, -17.9450, 7.1746], [9.3164, -14.9272, 12.8497], [7.4004, -14.1532, 11.9120], [8.8540, -15.0887, 10.6442], [5.3975, -12.5794, 2.7273], [7.6942, -16.2590, 6.5651], [6.7956, -14.4446, 5.1235], [6.2395, -13.3027, 14.1642], [4.4815, -11.0053, 7.6428], [6.4123, -16.3364, 13.5129], [3.8403, -12.7858, 5.1038], [6.3017, -17.9892, 14.2630], [5.2168, -15.8175, 8.1730], [6.7955, -18.5589, 10.5056], [3.5685, -19.6839, 8.6490], [2.0262, -16.0198, 10.9554], [3.9129, -19.3669, 10.7248], [5.8089, -17.2521, 13.5912], [4.5681, -13.5640, 5.3073], [8.6186, -15.6556, 6.7284], [4.8597, -18.7261, 12.3150], [5.3583, -15.2363, 6.9267], [4.6908, -16.6772, 11.0792], [3.2496, -11.7634, 11.0061], [2.8191, -12.4166, 13.1588], [2.3905, -15.0943, 10.5018], [5.5627, -14.2515, 10.3187], [4.9133, -13.2093, 13.3613], [7.6523, -17.7009, 11.8702], [2.2629, -21.0885, 9.7054]], "mulliken_charge": [0.336, -0.593, 0.323, -0.528, -0.188, -1.143, -0.016, 0.337, 0.018, 0.284, 0.464, -0.774, 1.056, 0.440, -1.477, 0.535, 0.286, 0.198, 1.887, -1.383, 0.474, -0.352, -0.548, 0.327, -0.471, 0.776, -0.002, -1.625, -0.289, 0.486, 0.320, 0.311, 0.290, 1.406, 0.348, -0.050, 0.347, -1.605, 0.163, 0.334, -0.469, 0.490, -0.830, -1.573, -0.171, 0.269, 0.402, 0.398, 0.514, 0.334, 0.132, -0.875, 0.272, 0.400, -0.696, -1.049, -0.034, 0.488, 0.307, -1.685, -0.823, 0.131, -0.765, 0.007, 0.328, 0.481, 0.565, 0.287, 0.254, -1.519, 0.560, -1.435, -0.782, 0.342, 0.487, -1.273, 1.208, 0.506, -0.981, 0.194, 2.831, 0.489, 0.280, 0.301]}

[3]
{"formula": "C18H45ClN3O6", "method": "wB97M-V/def2-TZVPD", "orbital_gap_ev": 7.18, "de_lowest_kcal_mol": 34.25, "total_energy_ha": -1788.60737, "total_charge": -1, "species": ["H", "H", "N", "H", "H", "H", "H", "C", "H", "H", "H", "H", "C", "H", "H", "C", "O", "C", "H", "H", "H", "H", "H", "H", "H", "H", "C", "C", "H", "C", "H", "N", "H", "O", "C", "H", "Cl", "N", "C", "H", "C", "C", "H", "H", "H", "C", "H", "C", "H", "H", "O", "H", "O", "H", "H", "C", "H", "H", "H", "H", "H", "C", "O", "H", "C", "H", "H", "H", "C", "H", "O", "C", "H"], "coordinates": [[1.3238, 4.2221, 1.7699], [-2.4977, 6.5775, 0.9994], [0.4412, 2.3618, 1.6193], [-4.2197, -0.3568, -4.2210], [-4.9432, -0.8864, 0.6178], [-0.8060, 2.9159, 4.2005], [1.9947, -1.3627, -1.6428], [-3.3773, -0.8204, -4.7376], [-0.6044, -3.6838, -2.8723], [-0.6704, 2.3658, 6.5265], [-0.2685, -1.4556, -1.7327], [-1.4240, -1.8503, 1.6033], [3.2789, -1.6385, -5.4092], [-3.8317, -1.6625, -0.2860], [-1.7520, -0.5928, -0.7421], [2.5514, -2.0096, 1.4549], [-3.1128, 0.0711, 0.7123], [-1.7766, -0.1216, 0.2404], [-1.5893, 4.3058, 0.8761], [0.7183, -3.2816, 1.5579], [3.0037, -2.2258, 2.4374], [-2.0764, 1.4351, 5.8746], [-1.1796, 1.4170, 3.2988], [0.8918, -0.5038, 0.5917], [-1.2510, 4.1348, 2.5658], [4.7979, -1.6574, -0.3479], [-0.8296, 4.5464, 1.6368], [1.5093, -2.1545, -2.2111], [0.6289, 3.8043, 0.1994], [0.7773, 2.0435, 2.9760], [3.0836, -2.4374, -6.1481], [0.1755, -1.6605, -2.6187], [1.3599, 1.1145, 3.0138], [2.4069, -1.4054, -4.3603], [-0.9391, -0.9456, 1.2253], [-0.8331, 0.6183, 6.8549], [1.4764, 1.3673, -1.3600], [0.3413, -1.3584, 0.5981], [-3.8668, -1.1049, 0.6603], [-2.5516, -2.1156, -2.3199], [-1.0064, 1.4063, 6.1163], [-1.7851, 6.6394, 1.8356], [3.3316, -2.8134, -3.0379], [2.7824, -0.9479, 1.3008], [-3.6511, -1.7160, 1.5382], [-0.6342, -2.6641, -3.2890], [-3.6634, -1.7648, -5.2062], [1.0456, -2.2440, 1.5679], [4.2755, -1.9779, -5.0852], [5.1136, -2.5340, 1.2261], [-0.6015, 5.9264, 1.6415], [-2.6134, -3.0340, -3.8432], [3.1973, -2.7385, 0.4367], [-0.3225, -2.7074, -4.3377], [1.4574, -3.0096, -1.5317], [4.5578, -2.5312, 0.2808], [0.8495, -1.8390, 2.5740], [-0.7616, -0.3538, 2.1354], [2.0398, -3.3492, -3.9683], [1.5213, 2.7274, 3.4191], [-1.3068, 0.8376, 0.0230], [-2.1139, -2.2117, -3.3176], [-2.2378, -0.9295, -3.9050], [4.8981, -3.3388, -0.3839], [0.4499, 3.7785, 1.2751], [0.8068, 1.7964, 0.8609], [3.3500, -0.7193, -5.9855], [-3.1015, -0.1753, -5.5758], [-0.4276, 1.9380, 3.9027], [-1.5641, 7.6966, 1.9706], [-0.2305, 1.0239, 5.0034], [2.3634, -2.4416, -3.4209], [-2.3787, 6.2614, 2.6783]], "mulliken_charge": [0.309, 0.284, 0.481, 0.244, 0.317, 0.568, -0.017, -0.778, 0.316, 0.285, -0.142, 0.760, -0.871, 0.112, -0.645, -0.825, -0.452, 0.676, 0.249, 0.342, 0.486, 0.304, 0.083, -0.269, 0.075, 0.325, 0.134, -0.232, 0.356, -0.822, 0.305, 0.262, 0.265, -0.205, -0.313, 0.265, -0.695, 0.099, -0.622, 0.003, -0.742, -0.757, 0.416, 0.414, 0.293, -0.653, 0.348, -0.586, 0.336, 0.342, -0.335, 0.573, -0.309, 0.354, 0.295, -0.823, 0.411, -0.146, 0.372, 0.251, 0.224, -0.475, -0.254, 0.246, -0.930, -0.351, 0.249, 0.233, -0.319, 0.259, -0.375, -0.881, 0.300]}

[4]
{"formula": "C6H12O", "method": "wB97M-V/def2-TZVPD", "smiles": "CCO[C@H]1C[C@H]1C", "orbital_gap_ev": 10.50, "de_lowest_kcal_mol": 32.79, "total_energy_ha": -311.00702, "species": ["H", "C", "H", "H", "C", "H", "O", "C", "H", "H", "H", "C", "H", "C", "H", "C", "H", "H", "H"], "coordinates": [[0.1788, -3.3875, 1.1106], [1.5516, 1.1107, -0.5788], [0.2907, -1.5072, -0.5611], [2.1261, 2.0437, -0.5787], [0.0303, -2.3459, 1.4147], [-0.6930, -2.3215, 2.2350], [-0.7439, -0.2094, 0.6719], [0.1428, 1.3320, -1.0817], [0.0463, 1.4852, -2.1551], [0.9831, -1.9540, 1.7846], [-0.4718, 2.4077, 0.7623], [-0.4655, -1.5291, 0.2389], [1.5326, 0.7268, 0.4474], [-1.0088, 0.6236, -0.4125], [-1.8366, 0.2829, -1.0399], [-0.8336, 2.0895, -0.2120], [2.0877, 0.3851, -1.2013], [-1.3793, -1.9743, -0.1884], [-1.5442, 2.7651, -0.6806]], "nbo_charge": [0.211, -0.617, 0.166, 0.211, -0.623, 0.214, -0.528, -0.255, 0.211, 0.210, 0.224, -0.060, 0.221, 0.087, 0.179, -0.437, 0.207, 0.162, 0.217]}